DFT (ωB97M-V/def2-TZVPD) results for a cluster of 10 separate species, C20H65N5O10 in total at a distorted geometry.

Each line ends with the Mulliken charge.
Positions of all 100 atoms, in Å:
C1 2.3365 1.1843 -1.6646  -0.39
O1 2.6417 0.0742 -2.3985  -0.40
C2 1.4165 -0.6589 -2.7791  -0.16
C3 0.9356 -0.2863 -4.2380  0.66
C4 -0.2239 -1.1485 -4.7375  -1.47
N1 2.0455 -0.4711 -5.1595  -0.74
H1 2.1872 1.0372 -0.5949  -0.07
H2 1.4724 1.6934 -2.0916  0.29
H3 3.1330 1.8823 -1.9226  0.29
H4 1.5857 -1.7341 -2.8374  0.32
H5 0.7601 -0.6042 -1.9107  -0.22
H6 0.7448 0.7843 -4.3128  0.16
H7 0.0573 -2.1893 -4.8979  0.41
H8 -0.6124 -0.7555 -5.6770  0.38
H9 -1.0394 -1.2970 -4.0297  0.30
H10 2.3321 -1.4384 -5.2073  0.27
H11 2.8417 0.0772 -4.8671  0.28
C5 2.7435 -1.6726 4.8136  -0.61
O2 3.3565 -0.8681 3.8436  -0.43
C6 2.5496 -0.5676 2.7533  0.39
C7 3.2276 0.5492 1.9449  0.47
C8 4.3653 -0.0108 1.0116  -1.49
N2 3.8884 1.5709 2.6770  -0.72
H12 1.8179 -1.3700 5.3034  0.28
H13 3.4295 -1.5814 5.6557  0.33
H14 2.6221 -2.6878 4.4359  0.08
H15 2.4309 -1.4388 2.1091  -0.27
H16 1.5446 -0.2588 3.0410  0.20
H17 2.3711 0.9851 1.4308  0.09
H18 5.2029 -0.5354 1.4715  0.38
H19 4.5919 0.6603 0.1831  0.49
H20 3.8990 -0.7126 0.3202  0.33
H21 3.2701 2.0055 3.3470  0.28
H22 4.6153 1.1868 3.2638  0.30
C9 -1.7952 3.8224 -5.7987  -0.54
O3 -2.8518 4.2885 -4.9870  -0.33
C10 -2.3670 4.6576 -3.6896  -0.68
C11 -3.5611 4.9950 -2.8109  0.57
C12 -4.3859 6.1231 -3.4331  -1.40
N3 -3.2210 5.3542 -1.4375  -0.70
H23 -2.1039 3.6506 -6.8299  0.25
H24 -1.3718 2.9585 -5.2864  0.11
H25 -1.0854 4.6459 -5.8768  0.32
H26 -1.8057 3.9578 -3.0704  0.30
H27 -1.6952 5.5159 -3.6825  0.38
H28 -4.1274 4.0640 -2.8360  0.15
H29 -5.1385 6.5278 -2.7565  0.40
H30 -4.8515 5.9237 -4.3983  0.30
H31 -3.6953 6.9664 -3.4392  0.37
H32 -2.5845 4.6008 -1.2200  0.19
H33 -4.0822 5.3118 -0.9115  0.30
C13 0.7805 -5.9198 4.1416  -0.66
O4 2.0597 -5.8010 3.5566  -0.39
C14 2.1890 -4.9946 2.3639  -0.15
C15 3.6729 -4.8827 2.2196  0.51
C16 4.1675 -3.9318 1.1575  -1.39
N4 4.2172 -6.2287 1.9021  -0.80
H34 0.9267 -6.4324 5.0924  0.31
H35 0.1133 -6.4625 3.4720  0.32
H36 0.3421 -4.9353 4.3048  0.12
H37 1.7291 -5.4267 1.4751  0.50
H38 1.7074 -4.0286 2.5153  -0.22
H39 3.9989 -4.5290 3.1977  0.29
H40 5.2433 -4.0667 1.0454  0.39
H41 3.8636 -2.8930 1.2865  0.13
H42 3.7244 -4.2152 0.2028  0.31
H43 3.5938 -6.7460 1.2988  0.30
H44 3.9876 -6.5785 2.8214  0.40
C17 -0.9677 -2.2962 1.7829  -0.65
O5 -1.4598 -1.0095 1.6508  -0.28
C18 -1.9650 -0.7238 0.3123  -0.62
C19 -2.5451 0.6784 0.2283  0.76
C20 -3.0812 0.9125 -1.2021  -1.39
N5 -1.4971 1.6644 0.2950  -0.21
H45 -0.7038 -2.5105 2.8185  -0.02
H46 -0.0533 -2.3582 1.1928  0.33
H47 -1.6016 -3.0722 1.3539  0.56
H48 -1.1353 -0.8207 -0.3878  -0.13
H49 -2.6815 -1.5250 0.1313  0.46
H50 -3.3136 0.9305 0.9591  0.25
H51 -2.2996 0.8157 -1.9557  0.22
H52 -3.4367 1.9418 -1.2483  0.31
H53 -3.9721 0.3383 -1.4566  0.40
H54 -1.8942 2.5895 0.2134  -0.14
H55 -0.9443 1.4668 1.1168  0.16
O6 -6.8219 -0.3288 -2.4652  -0.62
H56 -7.5771 -0.5416 -3.0133  0.31
H57 -6.7106 0.6165 -2.5664  0.30
O7 -2.3522 4.1639 1.4985  -0.61
H58 -2.8833 3.7589 2.1841  0.25
H59 -2.7715 5.0093 1.3379  0.29
O8 -0.0045 5.1882 2.0086  -0.68
H60 -0.6863 4.5206 1.9334  0.44
H61 -0.3390 5.9305 1.5052  0.27
O9 -2.8291 -3.9923 3.8772  -0.61
H62 -1.9061 -3.9119 3.6365  0.34
H63 -2.8702 -4.7875 4.4084  0.30
O10 -0.6578 0.4735 3.9154  -0.61
H64 -0.9669 -0.2478 3.3674  0.33
H65 -1.2060 0.4316 4.6990  0.27

Computed properties:
- E_HOMO: -8.79 eV
- Energy relative to the best compared isomer or geometry (same formula, charge and spin): 347.58 kJ/mol
- SMILES: COC[C@H](C)N.COC[C@H](C)N.COC[C@H](C)N.COC[C@H](C)N.COC[C@H](C)N.O.O.O.O.O
- Strongest force on any atom: 3.533 eV Å⁻¹
- Lowest unoccupied orbital energy: 0.05 eV
- Frontier orbital gap: 8.833 eV

***

DFT (ωB97M-V/def2-TZVPD) results for a cluster of 13 separate species, C20H66N6O13 in total at a distorted geometry.

Each line ends with the Mulliken charge.
Positions of all 105 atoms, in Å:
C1 -4.7681 -2.7214 -1.6338  -1.43
C2 -3.6954 -1.7256 -2.2298  0.03
O1 -3.3393 -0.6733 -1.3998  -0.83
H1 -4.3612 -3.3998 -0.9650  0.36
H2 -5.2793 -3.3697 -2.3250  0.41
H3 -5.5710 -2.2079 -1.1060  0.31
H4 -4.0601 -1.2431 -3.1649  0.41
H5 -2.8234 -2.3130 -2.4980  0.00
H6 -2.6956 -0.1513 -1.8549  0.42
C3 -0.0246 -2.1112 -3.5179  -0.53
C4 1.1693 -1.3733 -4.1032  -0.74
O2 2.1012 -1.0003 -3.2001  -0.40
H7 -0.9319 -2.1212 -4.1857  0.35
H8 -0.3425 -1.5248 -2.6798  -0.21
H9 0.1192 -3.1094 -3.0688  0.43
H10 0.7588 -0.6054 -4.7153  0.41
H11 1.6750 -1.9560 -4.8146  0.54
H12 2.7602 -0.4431 -3.5857  0.21
C5 -3.6690 2.4611 0.2923  -0.22
C6 -4.6119 3.5687 -0.1740  -0.49
O3 -4.6495 4.5985 0.8213  -0.52
H13 -3.6192 1.6565 -0.4744  0.02
H14 -3.9174 2.0293 1.2552  0.50
H15 -2.6836 2.9171 0.3162  -0.15
H16 -5.6635 3.1682 -0.4111  0.26
H17 -4.2151 4.0175 -1.1174  0.23
H18 -5.0175 5.3793 0.3705  0.33
C7 0.7144 3.5555 -0.6593  -0.78
C8 2.0619 3.6156 -0.0155  -0.45
O4 2.1707 2.3958 0.7179  -0.20
H19 0.6069 2.7248 -1.3544  -0.23
H20 0.3883 4.4341 -1.0495  0.78
H21 0.0126 3.3087 0.1516  0.19
H22 2.1606 4.4490 0.6756  0.39
H23 2.9141 3.5935 -0.7106  0.24
H24 2.7257 2.5561 1.5529  0.23
C9 2.2342 -2.8048 0.5131  0.76
C10 3.3876 -3.7170 0.7178  -0.86
O5 3.2849 -4.6399 1.7920  -0.51
H25 2.2777 -2.2058 -0.3622  0.02
H26 2.0920 -2.1789 1.3684  -0.57
H27 1.3176 -3.3718 0.3461  0.32
H28 4.2315 -3.0128 0.9550  0.26
H29 3.5017 -4.2571 -0.2250  0.36
H30 4.0486 -5.2279 1.8029  0.30
C11 -3.6206 1.9269 -3.2306  -1.23
C12 -2.1077 2.0362 -2.8652  0.14
O6 -1.4935 0.7236 -2.8359  -0.47
H31 -4.2521 1.4689 -2.4171  0.22
H32 -3.7626 1.2134 -4.0643  0.36
H33 -4.0314 2.8722 -3.5836  0.40
H34 -1.9229 2.5611 -1.9225  -0.14
H35 -1.5191 2.6418 -3.6157  0.47
H36 -1.4389 0.5440 -3.7547  0.28
C13 0.7886 -2.6728 4.1873  -1.49
C14 -0.0391 -1.4267 3.9876  -0.10
O7 0.8434 -0.7008 3.1846  0.38
H37 1.7929 -2.4731 4.5555  0.50
H38 1.0674 -3.2073 3.2975  0.06
H39 0.4864 -3.4488 4.8764  0.42
H40 -0.2556 -1.0284 4.9531  0.24
H41 -1.0011 -1.5200 3.5576  0.34
H42 0.3752 0.0743 2.7998  -0.55
C15 4.0404 -0.0238 3.8307  0.40
O8 5.3282 0.2653 4.2079  -0.78
N1 3.5716 0.2268 2.6603  0.14
N2 3.0654 -0.1779 4.6924  -0.26
H43 4.2907 0.1940 1.9106  0.16
H44 2.5691 0.0243 2.3802  0.01
H45 3.2687 -0.1790 5.7155  0.23
H46 2.2093 -0.5796 4.3725  -0.01
C16 -1.4892 -2.8647 0.6209  0.28
O9 -1.0987 -3.3373 -0.6969  -0.66
N3 -1.1148 -3.4172 1.7815  -0.31
N4 -2.4124 -1.9472 0.8192  -0.01
H47 -0.3321 -4.2045 1.8001  0.35
H48 -1.3719 -3.0460 2.6582  0.18
H49 -2.7340 -1.5278 -0.0509  0.09
H50 -2.7776 -1.5964 1.7172  0.25
C17 -1.0741 1.4105 3.4042  -0.02
O10 -1.1919 1.4375 4.7807  -0.78
N5 0.0078 1.8441 2.7998  -0.33
N6 -1.9344 0.8721 2.5699  0.58
H51 0.7163 2.0460 3.5100  0.20
H52 0.1444 2.0506 1.7902  0.02
H53 -2.8117 0.4491 2.9029  0.35
H54 -1.5692 0.7548 1.6434  -0.49
C18 4.3102 0.1722 -0.3263  -0.46
O11 5.4519 0.0956 0.5719  -0.61
H55 3.3239 -0.1257 0.0048  -0.02
H56 4.5360 -0.4768 -1.1790  0.40
H57 4.2554 1.2258 -0.6390  0.25
H58 6.2275 0.3840 0.0744  0.33
C19 0.3276 -0.0288 -0.2541  2.69
O12 -0.7765 0.8556 -0.0361  2.51
H59 0.7642 0.2952 -1.2185  -0.22
H60 0.0004 -1.0770 -0.3748  -0.74
H61 1.0543 -0.0964 0.5723  -1.90
H62 -1.1454 1.0772 -0.8903  -1.34
C20 2.2218 2.3002 -3.5379  -0.44
O13 1.0310 1.6707 -4.0261  -0.55
H63 2.8311 2.5704 -4.4183  0.38
H64 2.8481 1.6867 -2.8185  0.02
H65 2.0682 3.2318 -3.0637  0.30
H66 0.6858 1.0174 -3.4179  0.01

Computed properties:
- E_HOMO: -8.34 eV
- Energy relative to the best compared isomer or geometry (same formula, charge and spin): 102.37 kJ/mol
- Strongest force on any atom: 8.673 eV Å⁻¹
- Lowest unoccupied orbital energy: 0.20 eV
- Frontier orbital gap: 8.537 eV